Record 1
Here is C33H28Br2F2N6O2STi as an isolated structure from the OMol25 dataset. Energies are from ωB97M-V/def2-TZVPD.

ORCA input file:
```
! RIJCOSX wB97M-V def2-TZVPD def2/J DEFGRID3
* xyz 0 1
Ti -0.024 -0.034 -0.336
N -3.892 1.568 -2.553
C -2.876 0.767 -2.078
S -1.365 0.870 -2.868
N -3.204 0.018 -1.060
N -2.177 -0.763 -0.543
C -2.635 -1.830 0.021
C -1.911 -2.778 0.833
C -2.621 -3.703 1.607
C -1.955 -4.589 2.429
C -0.561 -4.568 2.471
C 0.167 -3.683 1.701
C -0.501 -2.773 0.869
O 0.146 -1.952 0.085
H -3.771 1.913 -3.489
H -4.823 1.280 -2.291
H -3.710 -1.987 -0.062
H -3.704 -3.704 1.562
H -2.509 -5.294 3.035
H -0.038 -5.263 3.117
H 1.249 -3.667 1.720
F 5.305 -0.938 0.756
C 4.091 -0.692 1.288
C 3.036 -0.410 0.445
C 1.766 -0.150 0.959
C 1.591 -0.220 2.352
C 2.696 -0.501 3.155
F 2.572 -0.578 4.501
C 3.959 -0.735 2.660
C 0.222 -0.054 2.859
C -0.136 0.067 4.204
C -1.462 0.246 4.543
C -2.411 0.325 3.540
C -1.985 0.203 2.231
N -0.710 -0.003 1.891
H 3.247 -0.431 -0.616
H 4.789 -0.952 3.317
H 0.620 0.030 4.968
H -1.744 0.337 5.584
H -3.459 0.484 3.751
H -2.687 0.293 1.418
Br 1.134 -3.436 -6.425
C 0.893 -2.576 -4.765
C 0.036 -3.111 -3.822
C -0.100 -2.444 -2.618
N 0.540 -1.312 -2.342
C 1.358 -0.804 -3.262
C 1.575 -1.407 -4.493
C 1.997 0.467 -2.860
C 2.939 1.117 -3.648
C 3.505 2.283 -3.168
Br 4.789 3.196 -4.197
C 3.132 2.767 -1.927
C 2.184 2.053 -1.218
N 1.617 0.938 -1.669
H -0.514 -4.021 -4.010
H -0.751 -2.822 -1.845
H 2.244 -0.985 -5.227
H 3.232 0.726 -4.609
H 3.561 3.667 -1.513
H 1.868 2.373 -0.238
C -0.444 3.968 -0.778
C -0.875 2.991 0.317
C -0.196 3.308 1.646
C -2.393 3.075 0.464
O -0.496 1.679 -0.082
H -0.815 4.969 -0.546
H -0.854 3.647 -1.735
H 0.640 4.033 -0.864
H -0.437 4.327 1.959
H 0.890 3.229 1.565
H -0.533 2.624 2.426
H -2.682 4.111 0.652
H -2.746 2.479 1.303
H -2.885 2.741 -0.448
*
```

- Orbital gap: 6.535 eV
- E_HOMO: -7.24 eV
- Energy relative to the best compared isomer or geometry (same formula, charge and spin): 80.7 kJ/mol

=====

Record 2
Here is C33H28CuF5N4O as an isolated structure from the OMol25 dataset. Energies are from ωB97M-V/def2-TZVPD.

ORCA input file:
```
! RIJCOSX wB97M-V def2-TZVPD def2/J DEFGRID3
* xyz 1 2
Cu -0.011 -0.100 0.171
C -2.809 0.595 -0.618
C -2.314 0.535 -2.061
C -1.329 -0.548 -2.458
C -1.484 -1.077 -3.778
C -0.684 -2.144 -4.204
C 0.282 -2.615 -3.380
C 0.547 -1.976 -2.060
N -0.399 -0.940 -1.643
N -1.852 1.134 0.350
C -1.501 2.531 0.159
C -0.045 2.820 0.501
C 0.442 4.116 0.399
C 1.763 4.368 0.717
C 2.560 3.318 1.153
C 1.997 2.061 1.230
N 0.724 1.801 0.893
C -2.258 0.869 1.730
C -2.067 -0.578 2.145
C -2.925 -1.173 3.056
C -2.687 -2.479 3.452
C -1.608 -3.157 2.911
C -0.806 -2.495 1.999
N -1.016 -1.228 1.628
H -3.059 -0.418 -0.292
H -3.744 1.174 -0.601
H -1.905 1.496 -2.386
H -3.202 0.389 -2.679
H -2.254 -0.674 -4.421
H -0.852 -2.594 -5.174
H 0.872 -3.476 -3.661
H 0.524 -2.752 -1.281
H -2.137 3.192 0.764
H -1.676 2.820 -0.877
H -0.215 4.914 0.074
H 2.166 5.369 0.634
H 3.594 3.470 1.432
H 2.578 1.216 1.580
H -3.303 1.161 1.900
H -1.640 1.488 2.384
H -3.767 -0.618 3.448
H -3.340 -2.962 4.167
H -1.390 -4.180 3.183
H 0.047 -2.986 1.551
C 3.018 -2.543 -2.178
C 2.012 -1.418 -1.994
O 2.095 -0.967 -0.607
C 2.159 -0.258 -2.962
C 2.754 -0.438 -4.206
C 2.818 0.607 -5.120
C 2.293 1.848 -4.799
C 1.704 2.040 -3.555
C 1.632 0.994 -2.649
H 2.887 -3.277 -1.380
H 4.037 -2.158 -2.138
H 2.901 -3.051 -3.131
H 3.178 -1.394 -4.482
H 3.288 0.447 -6.082
H 2.349 2.663 -5.508
H 1.307 3.011 -3.286
H 1.191 1.162 -1.672
F 2.446 -2.536 1.501
C 3.423 -1.681 1.183
C 3.294 -0.889 0.046
C 4.341 -0.032 -0.258
F 4.297 0.780 -1.315
C 5.466 0.029 0.551
F 6.453 0.864 0.239
C 5.566 -0.758 1.681
F 6.644 -0.694 2.452
C 4.532 -1.619 2.001
F 4.613 -2.391 3.080
*
```

- Orbital gap (alpha / beta): 8.272 / 6.458 eV
- E_HOMO (alpha / beta): -10.21 / -10.19 eV

=====

Record 3
Here is C33H28FN6NdO3S2 as an isolated structure at a distorted geometry from the OMol25 dataset. Energies are from ωB97M-V/def2-TZVPD.

ORCA input file:
```
! RIJCOSX wB97M-V def2-TZVPD def2/J DEFGRID3
* xyz 2 4
Nd 0.582 -0.875 1.007
N -1.690 -4.114 2.989
C -3.004 -4.027 2.512
C -4.098 -4.462 3.285
C -5.371 -4.185 2.858
C -5.642 -3.565 1.694
C -4.543 -3.177 0.877
C -3.229 -3.451 1.274
S -2.075 -3.004 0.131
N -0.911 -2.616 1.332
C -0.758 -3.227 2.493
C 0.567 -3.110 3.175
C 1.206 -4.241 3.726
C 2.605 -4.179 3.977
C 3.236 -2.910 3.900
C 2.513 -1.823 3.371
N 1.218 -1.903 3.057
H -1.456 -4.687 3.808
H -3.871 -4.977 4.264
H -6.220 -4.400 3.518
H -6.733 -3.456 1.439
H -4.743 -2.716 -0.072
H 0.626 -5.138 3.856
H 3.185 -5.038 4.301
H 4.208 -2.696 4.334
H 2.883 -0.817 3.407
C -1.568 4.818 -3.919
C -2.666 3.908 -3.432
C -3.677 3.521 -4.502
C -4.920 2.957 -3.753
C -4.627 2.066 -2.525
C -5.606 1.228 -1.981
C -5.349 0.435 -0.867
F -6.330 -0.377 -0.354
C -4.072 0.403 -0.359
C -2.987 1.123 -0.930
C -1.596 0.951 -0.539
O -1.403 0.031 0.375
C -0.627 1.740 -1.157
C -1.009 2.480 -2.299
N -2.289 2.690 -2.630
C -3.344 2.007 -1.998
C 0.835 1.761 -0.805
O 1.617 2.296 -1.545
O 1.054 1.192 0.359
H -2.063 5.545 -4.592
H -0.769 4.267 -4.505
H -0.983 5.308 -3.097
H -3.187 4.584 -2.713
H -3.237 2.874 -5.179
H -4.050 4.453 -4.956
H -5.615 2.427 -4.415
H -5.511 3.888 -3.461
H -6.530 1.083 -2.463
H -3.813 -0.212 0.491
H -0.194 2.933 -2.921
N 3.901 1.069 0.032
C 4.208 -0.212 0.077
S 3.030 -1.408 -0.291
N 5.518 -0.523 0.438
C 6.611 0.349 0.199
C 6.592 1.277 -0.892
C 7.583 2.274 -1.019
C 8.697 2.279 -0.165
C 8.779 1.233 0.766
C 7.745 0.333 1.008
H 2.958 1.359 -0.333
H 4.530 1.728 0.429
H 5.793 -1.467 0.527
H 5.703 1.342 -1.525
H 7.384 2.977 -1.839
H 9.334 3.171 -0.290
H 9.787 1.042 1.288
H 7.877 -0.410 1.745
*
```

- Orbital gap (alpha / beta): 6.761 / 6.786 eV
- E_HOMO (alpha / beta): -13.02 / -13.02 eV

=====

Record 4
Here is C33H28ILaN8O2 as an isolated structure at a distorted geometry from the OMol25 dataset. Energies are from ωB97M-V/def2-TZVPD.

ORCA input file:
```
! RIJCOSX wB97M-V def2-TZVPD def2/J DEFGRID3
* xyz 0 1
La -0.532 0.349 -0.082
C 1.899 3.442 -2.883
C 0.396 3.660 -3.028
N 0.045 4.172 -4.181
C -1.293 4.307 -4.448
C -2.284 4.001 -3.558
C -3.783 4.197 -3.904
O -4.091 5.224 -4.897
C -1.890 3.375 -2.370
C -2.910 2.827 -1.454
N -2.799 1.888 -0.583
C -4.046 1.514 0.043
C -4.720 0.268 -0.170
C -5.900 -0.029 0.444
C -6.451 0.827 1.369
C -5.842 2.085 1.576
C -4.636 2.430 0.920
I -3.875 4.354 1.023
C -0.550 3.190 -2.021
O -0.098 2.556 -0.981
H 2.198 3.627 -3.909
H 2.326 4.105 -2.170
H 2.046 2.305 -2.654
H -1.571 4.578 -5.417
H -4.226 3.243 -4.216
H -4.364 4.515 -3.056
H -4.541 4.901 -5.708
H -3.957 3.239 -1.676
H -4.424 -0.376 -1.022
H -6.482 -0.907 0.206
H -7.407 0.707 1.833
H -6.294 2.840 2.228
C -1.689 -4.444 -0.731
C -1.739 -3.085 -0.350
N -0.738 -2.506 0.219
C 0.343 -3.254 0.347
C 0.467 -4.510 -0.121
N -0.568 -5.182 -0.636
C 1.533 -2.729 1.053
C 2.484 -3.542 1.715
C 3.492 -3.000 2.503
C 3.563 -1.664 2.522
C 2.681 -0.925 1.720
N 1.633 -1.380 1.060
C 2.933 0.473 1.551
C 4.095 0.996 2.122
N 4.467 2.235 1.889
C 3.563 2.980 1.223
C 2.399 2.483 0.651
N 2.099 1.159 0.805
C 4.394 -3.865 3.297
C 4.561 -3.913 4.641
C 5.460 -4.793 5.173
N 6.145 -5.707 4.549
C 5.930 -5.693 3.185
C 5.107 -4.779 2.518
H -2.574 -4.960 -1.109
H -2.638 -2.533 -0.450
H 1.392 -5.093 -0.113
H 2.360 -4.663 1.712
H 4.327 -1.201 3.117
H 4.692 0.305 2.636
H 3.901 3.978 1.049
H 1.726 3.138 0.082
H 3.853 -3.408 5.334
H 5.542 -4.889 6.238
H 6.422 -6.501 2.637
H 4.988 -4.871 1.480
H -1.527 0.503 1.901
C -1.088 -0.493 -2.361
H -1.305 0.260 -3.181
H -2.114 -1.008 -2.327
H -0.515 -1.335 -2.804
*
```

- Orbital gap: 5.831 eV
- E_HOMO: -7.13 eV
- Energy relative to the best compared isomer or geometry (same formula, charge and spin): 7.2 kJ/mol

=====

Record 5
Here is C33H28N9O5S4Sc as an isolated structure from the OMol25 dataset. Energies are from ωB97M-V/def2-TZVPD.

ORCA input file:
```
! RIJCOSX wB97M-V def2-TZVPD def2/J DEFGRID3
* xyz 0 1
Sc -1.506 -1.191 -0.208
S -2.497 -5.652 -0.657
C -2.410 -4.010 -0.483
S -2.726 -3.165 0.985
S -2.032 -2.975 -1.867
O 1.657 4.159 5.201
C 1.898 3.584 4.003
O 2.990 3.658 3.517
C 0.766 2.848 3.362
C 0.774 2.733 1.978
C -0.184 1.969 1.336
C -1.155 1.314 2.084
C -1.186 1.437 3.467
C -0.225 2.207 4.102
N -2.104 0.508 1.389
C -3.320 0.837 1.487
C -4.343 0.197 0.661
C -5.678 0.518 0.827
C -6.604 -0.068 -0.023
C -6.145 -0.928 -0.996
C -4.784 -1.195 -1.087
N -3.895 -0.646 -0.271
H 0.715 4.142 5.387
H 1.544 3.233 1.403
H -0.180 1.890 0.258
H -1.920 0.886 4.041
H -0.225 2.250 5.187
H -3.628 1.650 2.142
H -5.979 1.210 1.605
H -7.659 0.152 0.074
H -6.822 -1.406 -1.693
H -4.383 -1.881 -1.820
O 0.481 -0.584 -1.536
C 0.425 0.545 -2.425
C -1.009 1.106 -2.227
O -1.368 2.115 -2.793
O -1.728 0.396 -1.420
C 1.461 1.587 -2.023
C 2.375 1.341 -1.007
C 3.332 2.295 -0.670
C 3.373 3.509 -1.337
C 2.448 3.766 -2.342
C 1.501 2.815 -2.687
C 0.591 0.030 -3.852
C -0.441 -0.737 -4.396
C -0.302 -1.309 -5.649
C 0.869 -1.120 -6.376
C 1.897 -0.362 -5.840
C 1.761 0.211 -4.579
H 1.109 -1.229 -1.866
H 2.326 0.413 -0.447
H 4.044 2.088 0.122
H 4.114 4.253 -1.072
H 2.464 4.716 -2.866
H 0.779 3.016 -3.467
H -1.353 -0.897 -3.831
H -1.107 -1.908 -6.058
H 0.976 -1.566 -7.358
H 2.814 -0.214 -6.400
H 2.572 0.800 -4.168
S -0.393 -1.786 3.195
C 1.086 -1.097 3.455
N 1.667 -1.179 4.708
C 2.801 -0.533 5.064
C 3.448 0.222 4.146
C 2.885 0.219 2.846
N 1.792 -0.408 2.499
H 1.156 -1.727 5.380
H 3.122 -0.666 6.088
H 4.336 0.786 4.384
H 3.383 0.784 2.058
N 1.059 -5.972 0.074
N 1.200 -4.585 0.047
N 2.325 -3.969 -0.240
C 1.942 -2.704 -0.106
N 0.656 -2.590 0.254
N 0.211 -3.820 0.365
H 1.501 -6.319 -0.768
H 0.054 -6.130 -0.020
H 2.610 -1.869 -0.247
*
```

- Orbital gap: 6.097 eV
- E_HOMO: -6.92 eV
- Energy relative to the best compared isomer or geometry (same formula, charge and spin): 103.3 kJ/mol

=====

Record 6
Here is C33H29AsBrIN3O2RuSbSe4 as an isolated structure at a distorted geometry from the OMol25 dataset. Energies are from ωB97M-V/def2-TZVPD.

ORCA input file:
```
! RIJCOSX wB97M-V def2-TZVPD def2/J DEFGRID3
* xyz -1 2
Ru -0.157 0.294 -0.036
Se -3.409 -2.664 2.785
Sb -1.809 -0.822 3.021
Se 0.418 -1.716 3.637
Se -2.261 0.551 0.773
Se -2.493 0.752 4.787
Br 4.274 -4.248 -4.326
C 3.574 -2.970 -3.100
C 4.422 -2.040 -2.522
C 3.920 -1.129 -1.615
C 2.557 -1.111 -1.269
C 1.728 -2.038 -1.911
C 2.224 -2.972 -2.801
N 1.993 -0.261 -0.312
C 2.741 0.394 0.499
C 2.220 1.176 1.575
C 3.076 1.938 2.376
C 2.557 2.691 3.404
C 1.186 2.672 3.625
C 0.397 1.898 2.790
N 0.895 1.162 1.810
H 5.473 -2.041 -2.776
H 4.601 -0.404 -1.193
H 0.675 -2.060 -1.676
H 1.569 -3.708 -3.248
H 3.823 0.341 0.422
H 4.137 1.932 2.159
H 3.204 3.296 4.026
H 0.735 3.228 4.433
H -0.679 1.871 2.930
I 1.471 2.690 -2.063
C -0.081 2.312 -0.579
H -0.980 2.683 -1.069
H 0.154 2.999 0.232
C -3.121 -3.834 -4.145
C -3.816 -2.817 -3.505
C -3.168 -1.642 -3.158
C -1.819 -1.468 -3.453
C -1.140 -2.475 -4.131
C -1.785 -3.656 -4.470
As -0.844 0.085 -2.761
C -2.141 1.436 -3.267
C -3.230 1.878 -2.536
C -4.043 2.883 -3.043
C -3.752 3.452 -4.275
C -2.662 3.012 -5.011
C -1.849 2.000 -4.517
C -0.661 1.442 -5.185
C -0.216 1.770 -6.460
C 0.928 1.175 -6.972
C 1.654 0.274 -6.204
C 1.217 -0.060 -4.930
C 0.049 0.496 -4.437
H -3.623 -4.760 -4.392
H -4.862 -2.946 -3.254
H -3.709 -0.863 -2.633
H -0.103 -2.331 -4.408
H -1.241 -4.436 -4.989
H -3.451 1.449 -1.566
H -4.895 3.226 -2.470
H -4.381 4.244 -4.661
H -2.441 3.468 -5.969
H -0.760 2.487 -7.062
H 1.263 1.424 -7.971
H 2.561 -0.165 -6.600
H 1.799 -0.742 -4.320
N -1.928 -4.958 0.361
C -0.720 -4.199 0.658
C -0.907 -2.768 0.218
O -1.935 -2.531 -0.559
O -0.120 -1.891 0.543
H -1.749 -5.953 0.378
H -2.412 -3.388 -0.646
H -2.604 -4.763 1.103
H 0.123 -4.591 0.079
H -0.428 -4.182 1.711
*
```

- Orbital gap (alpha / beta): 4.457 / 4.439 eV
- E_HOMO (alpha / beta): -3.65 / -3.65 eV
- Energy relative to the best compared isomer or geometry (same formula, charge and spin): 188.4 kJ/mol